1.
A 13-piece molecular cluster, C26H78O13S7 overall, computed with ωB97M-V/def2-TZVPD.

Summary:
Kohn-Sham gap ... 8.07 eV
Max |F| ... 0.26969 hartree/bohr
Molar mass ... 823.366 g/mol

```
! RIJCOSX wB97M-V def2-TZVPD def2/J DEFGRID3
* xyz 0 1
C 27.88700 -1.06300 28.79100
C 26.60200 -0.56100 28.15300
O 26.97800 -0.22200 26.90600
H 28.38900 -1.90400 28.22700
H 27.60100 -1.48500 29.74200
H 28.50900 -0.17400 28.96500
H 26.31500 0.45900 28.38900
H 25.84500 -1.37500 28.30000
H 27.40800 0.61400 26.71300
C 30.58600 4.82700 31.07300
C 31.33400 6.23100 31.33600
O 32.14700 6.64300 30.24200
H 30.10300 4.36800 32.00600
H 31.30300 4.18900 30.90200
H 29.74900 4.79700 30.14900
H 31.99800 6.22000 32.01400
H 30.65200 7.09600 31.55500
H 31.51000 6.90000 29.61200
C 28.95000 1.61500 29.58000
C 29.41700 1.23400 31.00100
O 28.34000 1.43900 31.88700
H 28.92700 2.60100 29.49100
H 27.99900 1.16400 29.19700
H 29.74400 1.25900 28.77500
H 30.22000 1.84300 31.32200
H 29.82900 0.17700 31.13600
H 27.60200 0.85400 31.53400
C 27.34000 5.33400 33.93400
C 26.47700 4.93000 34.99200
O 26.78400 5.27000 36.37300
H 27.32500 6.49500 33.98000
H 26.95200 4.93200 33.02200
H 28.40900 4.95000 34.13800
H 26.33600 3.79600 35.08900
H 25.49800 5.11400 34.68400
H 25.87400 5.17300 36.82900
C 23.14000 -0.16200 26.51500
C 22.07200 0.81500 26.12900
O 22.44500 1.97500 26.74400
H 23.99900 0.48700 26.40400
H 22.90100 -0.75800 25.83500
H 23.04600 -0.51400 27.54500
H 20.98400 0.51100 26.36700
H 21.99200 1.08800 25.05500
H 22.15600 2.72900 26.20400
C 20.36600 2.82700 33.95300
C 21.08900 2.96400 32.56000
O 22.36600 3.40400 32.76700
H 20.53900 1.81100 34.45000
H 19.24000 2.50800 33.64700
H 20.20400 3.75100 34.65400
H 20.54900 3.80500 31.91100
H 20.98500 2.14800 31.92600
H 22.80600 3.61800 31.96600
C 23.78000 -0.72200 31.50400
S 25.32500 -0.66000 32.42600
O 26.48900 -0.54900 31.42300
C 25.14000 1.05200 32.89200
H 22.96300 -0.35400 32.10300
H 23.77700 -1.65400 31.26400
H 23.63700 -0.16600 30.59000
H 24.95100 1.62300 32.00100
H 25.94200 1.36000 33.42200
H 24.37000 1.10100 33.57000
C 21.54200 4.32800 27.05000
S 21.39800 4.50900 25.27700
O 21.98400 3.20000 24.77800
C 19.64600 4.37700 25.01300
H 20.69000 3.75700 27.52500
H 21.69000 5.15800 27.29800
H 22.52200 4.02400 27.27500
H 19.12900 3.66700 25.65600
H 19.49300 3.96200 23.95700
H 19.09600 5.44600 25.14100
C 28.60400 6.66700 26.37000
S 30.28900 6.26500 26.82800
O 30.54100 7.01000 28.13500
C 29.95100 4.60000 27.32400
H 27.83700 6.51200 27.21100
H 28.15400 6.38700 25.41400
H 28.56000 7.66100 26.16600
H 29.15500 4.33500 27.72600
H 30.66300 4.04600 28.00600
H 30.07400 3.80600 26.54000
C 23.77600 7.92000 32.72300
S 22.47200 6.70700 32.63600
O 21.26500 7.18500 33.50800
C 21.92500 6.83000 30.96200
H 24.41700 7.49800 31.88500
H 24.25900 8.05000 33.55000
H 23.47300 8.90100 32.28700
H 22.81600 6.90300 30.32800
H 21.23500 7.72100 30.80000
H 21.34700 5.91600 30.70400
C 26.14800 1.48800 25.14000
S 27.72500 2.36000 25.25600
O 28.35300 1.48300 26.39800
C 28.36700 1.70700 23.67700
H 25.78200 1.86500 25.96800
H 26.21600 0.29600 25.05800
H 25.52500 2.00500 24.52600
H 28.34900 0.52900 23.50800
H 29.26500 2.13100 23.53500
H 27.50100 1.99700 22.82000
C 27.99100 8.00200 30.62900
S 28.09000 9.01600 29.21800
O 27.12800 10.12000 29.71200
C 29.62800 9.67900 29.69300
H 28.77300 7.36800 30.57500
H 27.03300 7.46000 30.59600
H 27.82500 8.44400 31.72700
H 30.03900 10.74400 29.18900
H 30.43900 8.76100 29.43100
H 29.61200 10.27300 30.44800
C 24.90300 2.47000 28.64800
S 24.52200 4.04000 29.27900
O 23.48600 3.90600 30.41600
C 26.12100 4.41800 30.19900
H 25.41000 1.75100 29.36700
H 25.52500 2.55200 27.95500
H 24.10700 1.83200 28.35300
H 27.17700 4.31900 29.51300
H 26.24400 3.72800 30.90400
H 26.13700 5.26200 30.70800
*
```



2.
A 2-piece molecular cluster, C14H16 overall, computed with ωB97M-V/def2-TZVPD.

Summary:
Kohn-Sham gap (spin up / spin down) ... 2.41 / 6.66 eV
Max |F| ... 0.04168 hartree/bohr
Molar mass ... 184.282 g/mol

```
! RIJCOSX wB97M-V def2-TZVPD def2/J DEFGRID3
* xyz -1 2
C 2.77637 -2.44316 1.19810
C 3.86892 -0.99818 -0.51454
C 2.75857 -1.26274 0.30148
C 4.00770 0.25764 -1.09173
C 2.97252 1.18320 -0.95335
C 1.71672 -0.34204 0.36594
C 1.74287 0.81295 -0.41279
H 4.69288 -1.68517 -0.67085
H 4.91527 0.41507 -1.66047
H 3.78637 -2.76967 1.44710
H 2.32600 -3.34569 0.75221
H 3.18785 2.20230 -1.25992
H 0.80362 -0.59545 0.89059
H 0.92739 1.52316 -0.37200
H 2.25593 -2.33090 2.15134
C -3.03414 2.12733 1.64608
C -1.60177 -0.48462 -0.69284
C -1.65207 0.71356 0.12683
C -2.67605 -0.84949 -1.48666
C -2.94069 1.22569 0.41918
C -3.83239 -0.10297 -1.40280
C -4.00566 0.86515 -0.39088
H -0.69373 -1.07461 -0.60373
H -0.77951 0.97646 0.69775
H -2.55707 -1.62587 -2.23825
H -4.66641 -0.38641 -2.04554
H -4.07562 2.47477 1.68369
H -2.25685 2.88652 1.63820
H -4.99252 1.17050 -0.03171
H -2.97451 1.46266 2.50959
*
```



3.
A 8-piece molecular cluster, C20H27Cl6N5O4 overall, computed with ωB97M-V/def2-TZVPD.

Summary:
Kohn-Sham gap ... 9.83 eV
SMILES ... C[N+](=O)[O-].C[N+](=O)[O-].c1ccncc1.c1ccncc1.c1ccncc1.ClCCl.ClCCl.ClCCl
Max |F| ... 0.03762 hartree/bohr
Molar mass ... 614.185 g/mol

```
! RIJCOSX wB97M-V def2-TZVPD def2/J DEFGRID3
* xyz 0 1
C -2.50606 -2.97669 0.81443
N -3.45010 -2.95143 1.96287
O -3.83034 -1.85773 2.32851
O -3.85795 -4.01295 2.39682
H -2.29696 -3.99557 0.50479
H -1.67013 -2.39329 1.19150
H -2.95943 -2.54783 -0.07634
C -5.45355 1.58806 -5.25724
N -4.00346 1.18878 -5.23666
O -3.63449 0.58684 -4.24888
O -3.33677 1.41288 -6.21637
H -5.89499 0.75967 -5.80731
H -5.54497 2.49619 -5.84331
H -5.75082 1.70915 -4.22515
C 0.19275 1.93320 0.21830
C 0.81645 0.75103 0.62004
C 0.37424 -0.43195 0.08061
N -0.68576 -0.51699 -0.74142
C -1.34465 0.59987 -1.04619
C -0.90075 1.86276 -0.62539
H 0.50629 2.88365 0.62586
H 1.57487 0.84809 1.38567
H 0.56780 -1.41714 0.49179
H -2.09978 0.53787 -1.81975
H -1.40238 2.76565 -0.94887
C -0.21226 -4.67550 2.77058
C -0.81606 -4.23711 3.92336
C -0.43630 -3.01334 4.48158
N 0.43728 -2.18882 3.92268
C 1.03901 -2.61373 2.78704
C 0.74648 -3.81547 2.21254
H -0.34350 -5.66878 2.36750
H -1.44921 -4.91132 4.48795
H -0.86200 -2.73149 5.43654
H 1.85120 -1.97044 2.47372
H 1.30690 -4.24143 1.38607
C 4.42834 -3.28519 -3.00225
C 3.39349 -3.25574 -2.08087
C 2.23335 -2.57850 -2.37866
N 2.04076 -1.96877 -3.55777
C 3.00939 -2.05462 -4.45825
C 4.23864 -2.71297 -4.25171
H 5.34303 -3.83772 -2.82882
H 3.38104 -3.69988 -1.09162
H 1.49858 -2.41321 -1.60132
H 2.80595 -1.51355 -5.37361
H 4.88714 -2.84934 -5.10355
Cl 1.11949 7.30456 0.00595
C 0.49960 5.79309 -0.71879
Cl -0.92377 6.21041 -1.66545
H 1.28948 5.39528 -1.34550
H 0.29230 5.13826 0.11841
Cl -0.20460 4.64950 2.62219
C -0.57625 4.00168 4.27344
Cl 0.13040 4.98346 5.58096
H -1.63064 4.19721 4.40112
H -0.26159 2.97114 4.19938
Cl 3.76576 2.49200 2.55020
C 3.70865 4.21219 2.16743
Cl 2.97159 5.12253 3.47587
H 4.74102 4.51361 2.02224
H 3.14827 4.42985 1.26314
*
```



4.
C40H37AsN5OSr as an isolated structure, computed with ωB97M-V/def2-TZVPD.

Summary:
Kohn-Sham gap (spin up / spin down) ... 5.93 / 5.93 eV
Max |F| ... 0.10538 hartree/bohr
Molar mass ... 766.312 g/mol

```
! RIJCOSX wB97M-V def2-TZVPD def2/J DEFGRID3
* xyz 1 1
Sr 1.22072 -0.53921 1.58396
C -0.84074 5.04635 -0.45859
C -1.69993 4.73437 0.66308
C -0.58217 2.52240 1.02425
C 0.99468 2.55636 0.63166
C 1.18526 3.47391 -0.33826
C 0.27032 4.45413 -0.91287
N 1.97754 1.83574 1.34265
C 3.36924 2.16123 1.46038
C 3.65779 3.47732 1.56322
C 4.87852 4.03638 1.80059
C 6.03461 3.23902 1.81386
C 5.86651 1.89914 1.53815
C 4.58685 1.35124 1.35189
N 4.74729 -0.06964 1.08333
N 3.75909 -0.83451 1.32793
C 3.95803 -2.28993 1.12048
C 5.16508 -3.01512 1.10152
C 5.12953 -4.39329 1.22858
C 3.90192 -5.03217 1.27510
C 2.80272 -4.24964 1.07523
N 2.80861 -2.87216 1.03044
H -1.23296 5.98185 -0.93431
H -1.78349 5.66180 1.22837
H -0.61117 1.72767 1.73666
H 2.20490 3.53878 -0.61248
H 0.90501 4.91957 -1.64306
H 2.78963 4.09468 1.57328
H 4.96939 5.09369 2.05782
H 6.99961 3.60389 2.08722
H 6.70662 1.21537 1.47802
H 6.13358 -2.55751 1.22378
H 6.02025 -4.99900 1.30005
H 3.79709 -6.10134 1.40741
H 1.79533 -4.62597 0.94288
C -1.40668 -3.66668 -0.61889
C -1.46370 -4.34947 0.75559
C -0.77884 -5.75941 0.70238
C -2.97198 -4.58542 1.21446
C -0.75816 -3.35376 1.69536
N -0.19681 -2.57989 2.34700
H -2.09007 -4.21057 -1.33264
H -0.44546 -3.68452 -1.16553
H -1.73322 -2.61578 -0.49978
H -1.36767 -6.40785 0.00311
H -0.75996 -6.25938 1.65695
H 0.24514 -5.76044 0.31182
H -3.50656 -5.05008 0.31728
H -3.47862 -3.68952 1.51224
H -3.07893 -5.30209 2.06734
O -0.69965 -0.40584 0.20535
As -1.50029 0.54047 -0.93881
C -1.59957 2.18836 -0.11655
C -2.72603 2.86264 -0.47346
C -3.10315 4.04719 0.36290
C -3.49453 3.41099 1.72284
C -2.45889 3.29962 2.44524
C -1.23391 3.76302 1.74550
C -3.27220 -0.23619 -1.20876
C -4.08925 -0.12121 -0.05804
C -5.46874 -0.42790 -0.12770
C -6.01453 -0.85068 -1.36015
C -5.21446 -0.98334 -2.48889
C -3.81407 -0.77035 -2.37275
C -0.40714 0.43554 -2.47940
C 0.87295 -0.06511 -2.20835
C 1.78019 -0.25979 -3.22369
C 1.37684 0.04046 -4.51129
C 0.08533 0.53308 -4.77859
C -0.78883 0.76077 -3.74392
H -3.16309 2.59262 -1.42678
H -3.94817 4.50256 -0.09731
H -4.56780 3.02664 1.87249
H -2.39914 2.76479 3.40805
H -0.53243 4.13509 2.50565
H -3.66861 0.27277 0.86930
H -6.03183 -0.26641 0.82972
H -7.04915 -1.13967 -1.46583
H -5.65291 -1.39037 -3.39996
H -3.28274 -0.82706 -3.30063
H 1.14610 -0.27446 -1.18364
H 2.79147 -0.61746 -3.02055
H 1.96654 -0.27075 -5.35794
H -0.13835 0.81821 -5.78487
H -1.79372 1.14123 -3.95809
*
```



5.
One molecule with the formula C2H5N3O, computed with ωB97M-V/def2-TZVPD.

Summary:
Kohn-Sham gap ... 10.16 eV
SMILES ... [H]/N=C(\N)NC=O
Max |F| ... 0.03282 hartree/bohr
Molar mass ... 87.082 g/mol

```
! RIJCOSX wB97M-V def2-TZVPD def2/J DEFGRID3
* xyz 0 1
H -2.33959 1.30944 0.05008
N -1.33628 1.45556 0.05108
C -0.65728 0.38765 -0.03019
N -1.07037 -0.90334 -0.09144
N 0.73162 0.57641 -0.14920
C 1.71018 -0.33309 -0.00344
O 1.60490 -1.53087 0.08448
H -0.37880 -1.63814 -0.04502
H -2.04830 -1.10809 0.00165
H 1.10348 1.53857 0.01008
H 2.68043 0.24591 0.12191
*
```



6.
A 2-piece molecular cluster, C3H7O2S overall, computed with ωB97M-V/def2-TZVPD.

Summary:
Kohn-Sham gap ... 7.00 eV
Max |F| ... 0.02337 hartree/bohr
Molar mass ... 107.154 g/mol

```
! RIJCOSX wB97M-V def2-TZVPD def2/J DEFGRID3
* xyz -1 1
O -0.05111 2.85313 0.86331
C -0.04287 1.70227 0.50004
C 0.22379 1.27894 -0.90000
C 0.68362 -0.18730 -1.00482
S -0.63184 -1.41963 -0.92050
H -0.19675 0.91807 1.25850
H 1.08762 1.89788 -1.18773
H -0.57619 1.54094 -1.58520
H 1.52264 -0.25096 -0.29620
H 1.15459 -0.30430 -1.98734
H -0.53361 -2.62602 2.02828
H 0.19780 -1.57566 1.35405
O 0.21300 -2.04692 2.19117
*
```



7.
One molecule with the formula C16H18FN3O2S, computed with ωB97M-V/def2-TZVPD.

Summary:
Kohn-Sham gap ... 9.27 eV
SMILES ... O=C(COc1ccc(F)cc1)Nc1nnc(C2CCCCC2)s1
Max |F| ... 0.03400 hartree/bohr
Molar mass ... 335.404 g/mol

```
! RIJCOSX wB97M-V def2-TZVPD def2/J DEFGRID3
* xyz 0 1
O 1.75824 4.08164 0.22532
C 1.19658 3.02403 0.39394
C 1.68750 2.02074 1.43420
O 1.56941 0.66669 1.08021
C 2.14974 0.21682 -0.07405
C 2.99111 0.96598 -0.88718
C 3.51651 0.40151 -2.03771
C 3.19260 -0.90056 -2.36303
F 3.70466 -1.44577 -3.48612
C 2.35595 -1.66249 -1.56507
C 1.83636 -1.09825 -0.41961
N 0.10272 2.70529 -0.36079
C -0.78146 1.65600 -0.34933
N -1.51530 1.40819 -1.38414
N -2.35992 0.40669 -1.20677
C -2.32343 -0.12969 -0.04230
C -3.11092 -1.32175 0.35829
C -3.70919 -1.16692 1.76499
C -3.96676 -2.53534 2.38418
C -2.64230 -3.26016 2.65516
C -1.57180 -2.87296 1.62757
C -2.21380 -2.57895 0.27822
S -1.13693 0.62433 1.01854
H 1.08249 2.13276 2.34104
H 2.72468 2.28695 1.67610
H 3.24922 1.98357 -0.64143
H 4.17157 0.96921 -2.67879
H 2.12023 -2.67643 -1.84554
H 1.18376 -1.65972 0.22994
H -0.07592 3.35956 -1.11826
H -3.91271 -1.42099 -0.37951
H -3.01779 -0.61444 2.40513
H -4.63531 -0.59306 1.70547
H -4.52424 -2.42306 3.31500
H -4.58509 -3.12054 1.70135
H -2.81148 -4.33779 2.62531
H -2.28252 -3.01400 3.65552
H -1.02841 -1.98835 1.96716
H -0.84608 -3.68168 1.52634
H -1.45169 -2.43151 -0.48975
H -2.82054 -3.43326 -0.02350
*
```



8.
A 7-piece molecular cluster, C22H63N5O7 overall, computed with ωB97M-V/def2-TZVPD.

Summary:
Kohn-Sham gap ... 9.44 eV
SMILES ... COC[C@H](C)N.COC[C@H](C)N.COC[C@H](C)N.COC[C@H](C)N.COC[C@H](C)N.CO.CO
Max |F| ... 0.06653 hartree/bohr
Molar mass ... 509.774 g/mol

```
! RIJCOSX wB97M-V def2-TZVPD def2/J DEFGRID3
* xyz 0 1
C 14.74129 24.57841 -16.09773
O 15.62709 25.58106 -15.41726
C 14.94294 26.62097 -14.75358
C 14.87775 26.60760 -13.14843
C 16.34164 26.38920 -12.69186
N 14.11037 25.52418 -12.57353
H 14.07000 25.09840 -16.78117
H 14.15690 24.00055 -15.38173
H 15.38210 23.98089 -16.74614
H 15.33915 27.53880 -15.18798
H 13.92234 26.70699 -15.12648
H 14.62851 27.60147 -12.77667
H 16.78823 25.48798 -13.11193
H 16.49590 26.23430 -11.62400
H 17.04379 27.13983 -13.05470
H 14.32509 24.76073 -13.19894
H 13.13514 25.75632 -12.69653
C 14.13191 22.43607 -24.87817
O 13.75678 21.30892 -24.08076
C 14.50856 21.12101 -22.87431
C 15.99421 20.68656 -23.11287
C 16.18730 19.37362 -23.90782
N 16.49026 20.42395 -21.75758
H 13.70761 22.39606 -25.88140
H 15.16047 22.19567 -25.14718
H 13.98262 23.35981 -24.31913
H 14.53349 22.01403 -22.24982
H 13.91013 20.39668 -22.32173
H 16.45413 21.56068 -23.57382
H 15.52243 18.54568 -23.66172
H 17.21832 19.05686 -23.75043
H 16.02635 19.42150 -24.98481
H 16.83655 21.22241 -21.24509
H 17.38476 19.95893 -21.81863
C 23.10991 19.77597 -21.96367
O 24.15324 20.65918 -22.25021
C 25.11286 20.18082 -23.15087
C 26.51119 21.03997 -23.26940
C 26.29295 22.36585 -23.91354
N 27.51810 20.38789 -24.10888
H 22.54854 19.45734 -22.84198
H 22.46201 20.23319 -21.21582
H 23.34685 18.86708 -21.41061
H 25.40573 19.13606 -23.04699
H 24.68592 20.17846 -24.15378
H 26.96066 21.15512 -22.28309
H 26.10605 22.36476 -24.98740
H 27.14387 23.04523 -23.96335
H 25.66828 23.07768 -23.37393
H 27.32126 20.68469 -25.05400
H 28.30874 20.99580 -23.94940
C 13.46233 13.38838 -32.04444
O 14.52256 14.00491 -31.49846
C 14.74184 13.65611 -30.15656
C 15.65356 14.73015 -29.47071
C 15.82168 14.48518 -27.94801
N 15.01088 16.03562 -29.55775
H 12.46533 13.69681 -31.72985
H 13.57146 12.31828 -31.86816
H 13.62914 13.55687 -33.10834
H 13.74591 13.79769 -29.73681
H 15.10005 12.63223 -30.04953
H 16.65218 14.74072 -29.90746
H 16.28348 13.50157 -27.86233
H 14.91372 14.40468 -27.35033
H 16.57803 15.15532 -27.53941
H 14.43420 16.28484 -28.76691
H 14.40696 15.75530 -30.31723
C 22.84721 28.06780 -17.56883
O 23.76648 27.24564 -18.33110
C 23.90410 25.89604 -17.84457
C 22.87957 24.89875 -18.29578
C 21.45302 25.23338 -17.94916
N 23.33486 23.52952 -17.95567
H 22.76416 29.00445 -18.12009
H 23.42294 28.28288 -16.66862
H 21.87701 27.63660 -17.32211
H 24.88855 25.47968 -18.05812
H 23.86180 25.93622 -16.75613
H 23.09626 24.94312 -19.36310
H 21.31774 25.39609 -16.87990
H 20.81189 24.41598 -18.27918
H 21.13854 26.17948 -18.38972
H 23.59185 23.01747 -18.78745
H 22.53476 23.11788 -17.49689
C 16.85535 23.15963 -30.17474
O 17.70626 23.80576 -31.08245
H 16.05888 23.81518 -29.82260
H 16.42667 22.28955 -30.67201
H 17.36241 22.79018 -29.28339
H 18.25460 23.19743 -31.58331
C 11.91000 17.51865 -26.17880
O 12.47600 18.69829 -26.75582
H 11.05360 17.86862 -25.60242
H 11.61144 16.71836 -26.85591
H 12.62984 17.09901 -25.47606
H 12.44375 19.36337 -26.06429
*
```



Which of these has the highest molar mass? C26H78O13S7



The highest max |F| belongs to which entry? C26H78O13S7